# 1
Density functional theory data (the ωB97M-V functional and the def2-TZVPD basis) for C32H28IrN4O4P as an isolated structure in a non-equilibrium geometry.

Cartesian coordinates (Å):
Ir: -0.060 -0.190 -0.080
N: -0.051 1.858 -0.402
C: 1.191 2.306 -1.086
C: 2.351 1.626 -0.373
O: 3.395 2.238 -0.158
N: 2.013 0.391 -0.003
C: 2.696 -0.161 1.141
C: 1.678 -0.025 2.296
O: 2.016 -0.018 3.460
O: 0.398 0.084 1.933
H: -0.880 2.185 -0.886
H: -0.063 2.231 0.547
H: 1.326 3.385 -1.060
H: 1.146 1.982 -2.122
H: 3.612 0.364 1.401
H: 2.930 -1.217 1.000
C: 1.010 1.523 -6.182
C: 0.119 2.071 -5.266
C: -0.150 1.403 -4.086
C: 0.463 0.178 -3.810
C: 1.364 -0.358 -4.721
C: 1.628 0.315 -5.909
P: -0.033 -0.699 -2.297
C: 0.875 -2.285 -2.392
C: 0.311 -3.495 -2.779
C: 1.086 -4.651 -2.805
C: 2.426 -4.601 -2.456
C: 2.999 -3.393 -2.075
C: 2.228 -2.243 -2.034
C: -1.781 -1.053 -2.661
C: -2.261 -1.566 -3.838
C: -3.645 -1.792 -3.992
C: -4.512 -1.457 -2.988
C: -4.047 -0.889 -1.776
C: -4.922 -0.511 -0.725
C: -4.411 0.033 0.416
C: -3.011 0.208 0.578
C: -2.106 -0.159 -0.391
C: -2.656 -0.704 -1.601
H: 1.219 2.041 -7.109
H: -0.369 3.014 -5.478
H: -0.864 1.820 -3.384
H: 1.851 -1.302 -4.517
H: 2.317 -0.116 -6.624
H: -0.735 -3.546 -3.052
H: 0.634 -5.589 -3.100
H: 3.026 -5.503 -2.486
H: 4.048 -3.346 -1.809
H: 2.670 -1.302 -1.721
H: -1.585 -1.798 -4.654
H: -4.017 -2.226 -4.912
H: -5.577 -1.619 -3.109
H: -5.989 -0.655 -0.848
H: -5.077 0.324 1.219
H: -2.650 0.625 1.513
N: 0.688 -7.162 1.291
C: -0.218 -6.528 0.501
O: -0.974 -7.113 -0.246
C: -0.211 -5.021 0.563
C: 0.889 -4.279 0.951
C: 0.820 -2.900 0.903
N: -0.260 -2.227 0.487
C: -1.337 -2.961 0.154
C: -1.349 -4.341 0.177
H: 0.642 -8.168 1.309
H: 1.101 -6.700 2.081
H: 1.816 -4.742 1.258
H: 1.651 -2.307 1.229
H: -2.220 -2.416 -0.128
H: -2.236 -4.885 -0.114

Results
Frontier orbital gap in hartree: 0.265
HOMO level in eV: -7.74
Total charge: 0
Energy relative to the best compared isomer or geometry (same formula, charge and spin) in kcal per mole: 13.0
Molar mass in g mol⁻¹: 755.79
E_LUMO in eV: -0.5
Maximum force in hartree/bohr: 0.043

# 2
Density functional theory data (the ωB97M-V functional and the def2-TZVPD basis) for C32H28IrN8S as an isolated structure.

Cartesian coordinates (Å):
Ir: 0.590 0.038 -1.159
C: 2.391 -4.498 3.006
C: 1.887 -3.166 2.518
C: 0.552 -2.797 2.685
C: 0.080 -1.592 2.204
C: 0.916 -0.697 1.538
N: 0.426 0.493 0.925
C: -0.330 1.356 1.673
C: -0.427 1.218 3.080
C: -1.239 2.017 3.845
C: -1.990 3.035 3.253
C: -2.859 3.946 4.072
C: -1.850 3.237 1.887
C: -1.037 2.446 1.091
N: -0.939 2.791 -0.277
C: -1.811 3.540 -1.010
C: -1.202 3.831 -2.196
C: 0.060 3.210 -2.107
N: 0.216 2.576 -0.960
C: 2.249 -1.072 1.361
C: 2.719 -2.284 1.846
N: 3.169 -0.224 0.680
C: 4.409 0.155 1.076
C: 4.957 0.883 0.053
C: 3.966 0.897 -0.945
N: 2.893 0.225 -0.564
H: 1.942 -4.764 3.963
H: 3.473 -4.495 3.127
H: 2.136 -5.286 2.294
H: -0.129 -3.468 3.196
H: -0.965 -1.335 2.326
H: 0.166 0.457 3.565
H: -1.282 1.870 4.917
H: -3.154 3.474 5.008
H: -3.761 4.227 3.529
H: -2.325 4.866 4.319
H: -2.361 4.078 1.439
H: -2.792 3.787 -0.644
H: -1.612 4.389 -3.020
H: 0.835 3.149 -2.855
H: 3.757 -2.541 1.673
H: 4.783 -0.110 2.051
H: 5.925 1.352 0.031
H: 3.976 1.377 -1.912
S: -1.381 0.379 -5.233
C: 0.297 0.520 -5.501
C: 1.003 0.447 -4.337
C: 0.178 0.261 -3.181
C: -1.144 0.207 -3.544
C: -2.254 0.063 -2.588
C: -3.601 0.168 -2.928
C: -4.557 0.046 -1.940
C: -4.160 -0.174 -0.626
C: -2.806 -0.269 -0.372
N: -1.878 -0.162 -1.322
H: 0.675 0.647 -6.504
H: 2.083 0.522 -4.310
H: -3.889 0.354 -3.955
H: -5.608 0.125 -2.189
H: -4.877 -0.274 0.177
H: -2.437 -0.437 0.636
N: 1.798 -2.953 -1.730
C: 1.591 -4.281 -1.767
C: 0.328 -4.503 -1.268
C: -0.161 -3.223 -0.958
N: 0.738 -2.293 -1.244
H: 2.597 -2.427 -2.045
H: 2.342 -4.954 -2.145
H: -0.170 -5.449 -1.154
H: -1.118 -2.931 -0.553

Results
2S+1: 5
Frontier orbital gap (alpha / beta) in hartree: 0.255 / 0.218
HOMO level (alpha / beta) in eV: -8.83 / -10.32
Total charge: +1
Energy relative to the best compared isomer or geometry (same formula, charge and spin) in kcal per mole: 5.2
Molar mass in g mol⁻¹: 748.92
E_LUMO (alpha / beta) in eV: -1.9 / -4.4
Maximum force in hartree/bohr: 0.010

# 3
Density functional theory data (the ωB97M-V functional and the def2-TZVPD basis) for C32H29BEuF2N8O3S2 as an isolated structure in a non-equilibrium geometry.

Cartesian coordinates (Å):
Eu: 0.126 -0.347 0.029
O: -0.413 0.941 3.985
C: -0.625 0.307 2.934
N: 0.111 -0.636 2.347
C: 1.050 -1.454 2.953
C: 1.260 -1.517 4.338
C: 2.128 -2.458 4.900
C: 2.800 -3.350 4.080
C: 2.616 -3.301 2.688
C: 1.759 -2.364 2.091
N: 1.509 -2.236 0.701
C: 2.284 -2.820 -0.215
O: 3.298 -3.540 -0.069
C: 1.862 -2.560 -1.675
C: 2.736 -2.952 -2.683
C: 2.375 -2.740 -4.000
C: 1.139 -2.174 -4.272
C: 0.336 -1.820 -3.203
N: 0.688 -1.992 -1.934
C: -1.920 0.586 2.106
C: -2.972 1.175 2.965
C: -4.240 1.455 2.591
C: -4.840 1.362 1.287
C: -4.155 1.384 0.099
N: -2.856 1.611 -0.142
H: 0.725 -0.812 4.958
H: 2.274 -2.480 5.979
H: 3.478 -4.089 4.506
H: 3.144 -3.987 2.045
H: 3.673 -3.409 -2.390
H: 3.051 -3.011 -4.809
H: 0.802 -1.989 -5.286
H: -0.636 -1.369 -3.364
H: -2.673 1.346 3.996
H: -4.910 1.765 3.395
H: -5.927 1.317 1.236
H: -4.797 1.264 -0.787
O: 2.282 0.203 -1.073
N: 2.586 1.421 -1.400
C: 3.792 1.907 -1.006
C: 4.197 3.186 -1.286
C: 3.327 4.007 -2.004
C: 2.113 3.509 -2.419
C: 1.687 2.185 -2.143
S: 0.228 1.491 -2.679
H: 4.381 1.191 -0.455
H: 5.163 3.527 -0.933
H: 3.606 5.031 -2.239
H: 1.420 4.118 -2.985
C: 3.560 2.393 3.663
C: 2.556 3.173 3.108
C: 1.824 2.658 2.042
N: 2.049 1.457 1.515
C: 3.035 0.729 2.041
C: 3.808 1.143 3.117
H: 4.134 2.749 4.515
H: 2.320 4.158 3.499
H: 1.014 3.224 1.592
H: 3.211 -0.232 1.569
H: 4.569 0.482 3.519
C: -5.569 -2.242 -2.188
N: -4.618 -1.360 -2.807
C: -5.075 -0.316 -3.709
C: -3.873 0.638 -3.791
N: -2.864 -0.046 -2.995
C: -3.344 -1.113 -2.315
S: -2.501 -2.009 -1.192
H: -6.389 -1.663 -1.742
H: -5.061 -2.797 -1.403
H: -5.992 -2.948 -2.914
H: -5.971 0.170 -3.306
H: -5.334 -0.730 -4.688
H: -4.091 1.616 -3.364
H: -3.537 0.781 -4.817
H: -2.180 0.532 -2.504
F: -2.343 -0.706 1.656
B: -1.821 1.459 0.751
F: -0.559 1.917 0.389

Results
2S+1: 8
Frontier orbital gap (alpha / beta) in hartree: 0.166 / 0.206
HOMO level (alpha / beta) in eV: -0.29 / -1.38
Total charge: -2
Energy relative to the best compared isomer or geometry (same formula, charge and spin) in kcal per mole: 140.4
Molar mass in g mol⁻¹: 838.54
E_LUMO (alpha / beta) in eV: 4.2 / 4.2
Maximum force in hartree/bohr: 0.038

Repeat the second record exactly.
Density functional theory data (the ωB97M-V functional and the def2-TZVPD basis) for C32H28IrN8S as an isolated structure.

Cartesian coordinates (Å):
Ir: 0.590 0.038 -1.159
C: 2.391 -4.498 3.006
C: 1.887 -3.166 2.518
C: 0.552 -2.797 2.685
C: 0.080 -1.592 2.204
C: 0.916 -0.697 1.538
N: 0.426 0.493 0.925
C: -0.330 1.356 1.673
C: -0.427 1.218 3.080
C: -1.239 2.017 3.845
C: -1.990 3.035 3.253
C: -2.859 3.946 4.072
C: -1.850 3.237 1.887
C: -1.037 2.446 1.091
N: -0.939 2.791 -0.277
C: -1.811 3.540 -1.010
C: -1.202 3.831 -2.196
C: 0.060 3.210 -2.107
N: 0.216 2.576 -0.960
C: 2.249 -1.072 1.361
C: 2.719 -2.284 1.846
N: 3.169 -0.224 0.680
C: 4.409 0.155 1.076
C: 4.957 0.883 0.053
C: 3.966 0.897 -0.945
N: 2.893 0.225 -0.564
H: 1.942 -4.764 3.963
H: 3.473 -4.495 3.127
H: 2.136 -5.286 2.294
H: -0.129 -3.468 3.196
H: -0.965 -1.335 2.326
H: 0.166 0.457 3.565
H: -1.282 1.870 4.917
H: -3.154 3.474 5.008
H: -3.761 4.227 3.529
H: -2.325 4.866 4.319
H: -2.361 4.078 1.439
H: -2.792 3.787 -0.644
H: -1.612 4.389 -3.020
H: 0.835 3.149 -2.855
H: 3.757 -2.541 1.673
H: 4.783 -0.110 2.051
H: 5.925 1.352 0.031
H: 3.976 1.377 -1.912
S: -1.381 0.379 -5.233
C: 0.297 0.520 -5.501
C: 1.003 0.447 -4.337
C: 0.178 0.261 -3.181
C: -1.144 0.207 -3.544
C: -2.254 0.063 -2.588
C: -3.601 0.168 -2.928
C: -4.557 0.046 -1.940
C: -4.160 -0.174 -0.626
C: -2.806 -0.269 -0.372
N: -1.878 -0.162 -1.322
H: 0.675 0.647 -6.504
H: 2.083 0.522 -4.310
H: -3.889 0.354 -3.955
H: -5.608 0.125 -2.189
H: -4.877 -0.274 0.177
H: -2.437 -0.437 0.636
N: 1.798 -2.953 -1.730
C: 1.591 -4.281 -1.767
C: 0.328 -4.503 -1.268
C: -0.161 -3.223 -0.958
N: 0.738 -2.293 -1.244
H: 2.597 -2.427 -2.045
H: 2.342 -4.954 -2.145
H: -0.170 -5.449 -1.154
H: -1.118 -2.931 -0.553

Results
2S+1: 5
Frontier orbital gap (alpha / beta) in hartree: 0.255 / 0.218
HOMO level (alpha / beta) in eV: -8.83 / -10.32
Total charge: +1
Energy relative to the best compared isomer or geometry (same formula, charge and spin) in kcal per mole: 5.2
Molar mass in g mol⁻¹: 748.92
E_LUMO (alpha / beta) in eV: -1.9 / -4.4
Maximum force in hartree/bohr: 0.010